# 1
ORCA calculation (ωB97M-V with the def2-TZVPD basis set) on 12 unconnected molecules or ions with the total composition C28H74N2O18S4 in a non-equilibrium geometry.

Geometry as XYZ:
```
126
Properties=species:S:1:pos:R:3:forces:R:3
C 0.269 -6.097 2.776 1.0 -1.2 0.8
C 1.408 -6.947 2.097 -1.4 1.0 -0.2
O 1.933 -6.152 1.063 0.3 0.5 -1.2
H -0.513 -5.678 2.143 0.6 -0.1 -0.6
H 0.722 -5.309 3.379 -0.1 0.1 -0.1
H -0.287 -6.754 3.445 0.1 0.0 0.3
H 0.960 -7.851 1.683 0.1 -0.2 0.1
H 2.283 -7.193 2.698 -0.6 -0.2 0.9
H 2.082 -6.697 0.287 0.1 0.1 0.0
C -4.085 -0.338 -5.544 0.1 0.8 0.3
C -3.265 -0.125 -6.832 -1.3 -2.0 0.7
O -2.691 1.131 -6.840 0.5 1.2 0.1
H -3.448 -0.208 -4.669 0.1 0.3 0.0
H -4.585 -1.284 -5.335 0.3 -0.3 -0.9
H -4.881 0.405 -5.512 0.1 0.2 0.1
H -3.948 -0.230 -7.675 0.0 -0.2 -0.2
H -2.514 -0.913 -6.878 0.2 -0.1 -0.2
H -2.553 1.382 -7.757 0.1 0.1 0.1
C -1.182 5.433 2.628 1.9 0.9 -0.3
C -2.590 4.943 2.643 1.6 -1.5 1.7
O -3.360 5.775 1.872 -0.9 0.8 -0.7
H -0.508 5.075 3.406 -0.4 -0.8 0.2
H -1.053 6.505 2.780 -0.6 0.3 -0.2
H -0.666 5.207 1.695 -0.1 0.0 -0.2
H -2.821 4.798 3.698 -1.0 0.8 0.3
H -2.530 3.896 2.347 -0.5 -0.2 -0.8
H -4.303 5.657 2.008 0.0 -0.2 0.2
C -3.597 -7.824 -3.129 0.6 0.8 0.9
C -2.603 -6.769 -2.561 -0.1 0.6 -1.5
O -2.533 -5.609 -3.413 -0.6 0.1 -0.7
H -3.626 -8.657 -2.427 -0.1 0.0 0.1
H -3.331 -8.248 -4.097 0.2 0.4 0.0
H -4.584 -7.364 -3.176 0.0 -0.1 -0.1
H -1.569 -7.112 -2.605 -0.1 -0.7 0.9
H -2.935 -6.319 -1.625 0.1 -1.0 0.6
H -2.111 -4.913 -2.905 0.0 0.1 -0.1
C -0.435 1.336 5.240 -0.4 0.0 -2.0
C -1.428 0.258 5.595 0.5 1.0 2.0
O -2.727 0.820 5.833 0.1 0.0 -1.0
H 0.540 0.873 5.088 0.3 0.2 1.0
H -0.514 2.227 5.863 0.4 -0.3 0.2
H -0.588 1.635 4.203 -0.5 0.5 -0.2
H -1.090 0.000 6.599 0.1 -1.1 0.0
H -1.347 -0.570 4.891 -0.5 -0.1 0.0
H -3.308 0.126 6.153 0.0 -0.1 0.0
C 4.992 -3.512 -1.730 -0.3 0.3 -1.1
C 5.685 -2.646 -2.810 -1.0 -0.2 0.5
O 6.985 -2.236 -2.379 -0.7 -0.3 -0.6
H 4.284 -4.136 -2.274 0.0 -0.3 0.0
H 4.345 -2.923 -1.080 0.5 0.1 0.4
H 5.675 -4.183 -1.208 0.0 0.3 0.1
H 5.027 -1.820 -3.080 0.1 0.8 0.7
H 5.599 -3.149 -3.773 1.2 -0.7 -0.1
H 7.419 -1.877 -3.156 0.2 0.2 0.1
C -6.176 2.659 -1.064 -1.1 0.1 0.9
C -7.273 1.654 -1.314 -0.8 -0.8 -0.6
N -8.112 0.840 -1.385 2.1 2.0 0.1
H -6.571 3.650 -0.842 -0.8 -0.2 0.2
H -5.434 2.970 -1.800 0.0 -1.3 -0.4
H -5.759 2.318 -0.116 0.6 0.1 -0.2
C 3.193 2.044 -5.550 -1.3 0.0 -1.6
C 4.230 2.337 -4.634 -1.3 -0.6 -0.2
N 5.073 2.590 -3.929 2.0 0.6 1.6
H 2.616 2.946 -5.754 0.3 0.2 -0.3
H 2.401 1.339 -5.297 0.6 -0.3 0.7
H 3.684 1.685 -6.454 -0.3 0.1 -0.2
O 4.139 8.175 -2.451 0.4 0.5 1.7
S 4.325 8.633 -1.083 0.8 0.7 1.9
O 5.287 8.051 -0.120 -2.2 1.1 -2.5
O 4.780 10.293 -1.093 -0.6 -3.3 0.9
C 4.337 11.101 -2.143 -0.4 -0.5 -1.9
C 5.417 11.113 -3.298 -0.4 2.5 1.6
C 2.614 8.721 -0.244 0.7 -0.1 -0.9
H 3.967 11.993 -1.638 1.3 0.9 -0.4
H 3.364 10.841 -2.561 -0.1 -1.1 -0.2
H 5.861 10.179 -3.643 -0.7 -0.1 0.2
H 6.215 11.731 -2.885 0.5 -0.3 0.2
H 5.092 11.796 -4.082 -0.4 -0.6 -0.5
H 2.413 9.781 -0.091 0.0 -0.2 0.1
H 2.530 8.128 0.667 0.8 0.3 0.1
H 1.874 8.289 -0.917 0.3 0.2 -0.4
O -5.938 -8.248 4.006 -2.0 1.8 0.9
S -6.977 -7.197 4.083 2.1 -1.7 -1.9
O -7.934 -7.057 5.151 1.5 0.4 -0.5
O -6.136 -5.789 3.861 -2.1 -1.2 1.6
C -5.321 -5.469 2.755 1.0 0.4 -0.3
C -4.523 -4.218 3.222 -1.2 -0.4 -0.5
C -7.929 -7.425 2.569 0.2 1.4 0.6
H -5.936 -5.361 1.861 -0.2 0.7 0.0
H -4.621 -6.248 2.452 0.1 -0.4 0.6
H -4.001 -4.441 4.152 0.5 -0.3 -0.4
H -5.198 -3.413 3.512 -0.2 0.0 -0.3
H -3.906 -3.873 2.393 0.3 0.0 0.3
H -7.237 -7.683 1.768 -0.3 -0.3 0.1
H -8.377 -6.451 2.371 -0.1 0.0 -0.2
H -8.756 -8.096 2.800 0.5 -0.3 -0.2
O 5.547 -0.923 5.297 -2.2 -0.1 -1.3
S 4.482 -1.417 4.416 0.8 -1.0 -1.5
O 3.110 -1.668 4.781 1.0 0.7 0.4
O 4.322 -0.480 2.995 0.7 -1.0 2.2
C 5.498 0.293 2.754 1.3 0.6 -2.1
C 5.512 0.902 1.289 -0.2 -0.2 1.7
C 5.109 -3.054 3.779 -0.4 1.7 0.2
H 6.410 -0.305 2.767 -0.1 -0.5 0.3
H 5.654 1.050 3.523 -0.4 0.1 -0.1
H 4.751 1.680 1.237 0.0 -0.1 -0.4
H 5.436 0.149 0.504 -0.5 -0.1 0.2
H 6.498 1.337 1.126 0.0 0.3 0.2
H 4.210 -3.529 3.386 0.3 -0.3 0.2
H 5.575 -3.471 4.672 -0.3 -0.4 -0.2
H 5.860 -2.914 3.002 -0.1 0.2 0.1
O -1.869 0.204 -0.877 2.5 -0.3 -0.7
S -0.464 -0.048 -1.247 -0.2 0.8 0.7
O -0.154 -0.842 -2.421 -0.3 1.1 1.1
O 0.353 1.430 -1.333 -1.2 -1.2 0.2
C -0.408 2.651 -1.512 0.6 1.4 -0.5
C 0.566 3.811 -1.852 -0.4 -1.0 -0.5
C 0.477 -0.746 0.193 -0.9 0.1 -0.1
H -0.920 3.059 -0.640 -0.4 -1.2 0.4
H -1.075 2.543 -2.367 -0.3 -0.1 0.3
H 0.039 4.760 -1.752 -0.1 -0.1 0.1
H 0.804 3.693 -2.909 0.7 0.2 0.1
H 1.437 3.811 -1.197 0.0 0.0 -0.2
H 1.284 -0.090 0.518 -0.1 -0.1 -0.4
H 0.803 -1.765 -0.012 0.2 0.3 -0.5
H -0.243 -0.842 1.006 -0.1 0.3 -0.1
```
Forces are in eV/Å.

Its SMILES is CCOS(C)(=O)=O.CCOS(C)(=O)=O.CCOS(C)(=O)=O.CCOS(C)(=O)=O.CC#N.CC#N.CCO.CCO.CCO.CCO.CCO.CCO.


# 2
ORCA calculation (ωB97M-V with the def2-TZVPD basis set) on 8 unconnected molecules or ions with the total composition C28H76N12O12 in a non-equilibrium geometry.

Geometry as XYZ:
```
128
Properties=species:S:1:pos:R:3:forces:R:3
C -1.978 2.775 -0.190 -8.4 -1.5 1.3
O -2.827 2.095 0.447 2.4 0.6 -0.4
N -2.461 3.762 -0.905 -1.1 5.6 -3.2
N -0.790 2.489 -0.470 8.6 0.0 -2.4
H -3.475 3.963 -0.979 1.4 -0.4 0.6
H -1.813 4.453 -1.387 -1.5 -1.4 0.9
H -0.403 1.661 -0.014 0.1 -0.1 -0.3
H -0.122 3.043 -1.157 -2.3 -1.5 2.1
C -3.444 -1.005 1.863 2.2 5.1 -5.7
O -2.383 -1.340 1.366 2.2 -3.8 1.3
N -4.344 -0.453 1.040 -8.0 -9.8 -11.2
N -3.646 0.179 2.429 5.4 5.3 16.5
H -4.079 -0.979 0.128 -1.4 0.7 1.2
H -5.170 -1.148 1.277 0.9 2.7 -0.7
H -2.685 0.359 2.818 -0.5 0.8 0.4
H -4.073 -0.095 3.361 0.0 1.3 -0.8
C -0.061 4.780 2.794 -0.4 -0.7 -2.0
O -0.351 4.032 3.646 -0.7 -2.7 3.9
N -0.070 4.500 1.530 -0.1 -2.7 -7.4
N 0.302 6.004 2.881 1.8 6.6 2.6
H 0.253 5.128 0.770 -0.3 -0.4 1.4
H -0.284 3.591 1.098 0.1 0.7 1.3
H 0.195 6.425 3.783 0.1 0.3 0.2
H 0.343 6.641 2.094 -0.1 -0.4 0.5
C -0.029 0.980 1.794 -4.5 -1.4 4.6
O -0.973 0.998 2.602 1.2 0.2 -0.8
N -0.002 0.275 0.698 0.9 -3.5 -3.7
N 1.047 1.641 1.992 4.6 3.6 2.0
H -0.684 -0.450 0.519 -0.4 0.2 0.7
H 0.937 0.150 0.240 -1.8 0.1 0.7
H 1.128 2.258 2.838 -0.3 -1.0 -1.4
H 1.774 1.571 1.294 0.0 0.6 0.5
C 5.971 -0.396 -3.543 6.2 -4.3 3.3
O 5.154 0.323 -4.162 -4.3 5.4 -3.8
C 5.333 1.656 -3.804 0.7 2.6 -0.5
C 4.418 2.589 -4.628 1.4 -0.4 -2.0
N 4.383 4.000 -4.322 0.5 -0.9 2.2
C 3.439 4.311 -3.252 1.8 2.7 -1.1
C 4.187 4.618 -1.966 1.2 -1.9 -1.2
O 3.288 4.562 -0.959 -2.3 -1.2 2.3
C 3.772 4.088 0.294 1.9 0.5 -0.8
H 5.967 -1.316 -4.038 -0.1 -2.1 -0.2
H 5.747 -0.515 -2.479 0.1 -0.1 0.4
H 7.105 -0.169 -3.627 -1.4 0.6 0.2
H 6.410 2.023 -4.001 -1.3 -0.8 0.3
H 5.184 1.771 -2.740 -0.2 0.0 0.7
H 3.439 2.177 -4.765 -0.9 -0.6 0.4
H 4.861 2.519 -5.640 -0.2 0.0 0.2
H 4.209 4.550 -5.099 -0.2 0.8 -1.8
H 2.812 3.508 -3.204 -1.8 -2.4 1.1
H 2.766 5.143 -3.541 0.5 -0.1 0.2
H 4.666 5.552 -1.945 0.6 1.7 -0.5
H 5.077 3.919 -1.893 -1.1 0.1 0.2
H 4.151 3.020 0.290 -1.0 0.8 -0.2
H 3.049 4.317 1.079 0.1 -0.2 -0.2
H 4.710 4.674 0.398 -0.3 -0.2 0.9
C -4.318 -1.780 -2.174 -4.6 -8.4 -3.6
O -3.859 -0.961 -1.409 6.5 8.4 3.5
C -2.759 -0.250 -2.018 0.4 0.3 1.4
C -1.347 -0.897 -2.066 -0.7 1.1 -0.5
N -0.347 0.165 -2.275 -1.3 -1.2 -2.0
C 0.999 -0.356 -2.311 -0.7 0.9 1.9
C 1.962 0.809 -1.887 0.1 -1.0 -1.6
O 2.197 0.889 -0.485 -0.4 0.6 -1.6
C 3.327 0.238 -0.051 2.8 -0.2 1.3
H -4.823 -1.414 -3.002 -1.0 0.9 -2.4
H -5.090 -2.296 -1.596 -0.3 -0.7 -0.3
H -3.610 -2.530 -2.454 0.6 -1.1 -0.9
H -2.691 0.600 -1.411 0.4 1.3 1.4
H -3.043 0.218 -2.943 -0.3 -0.5 -1.1
H -1.347 -1.584 -2.900 0.5 -0.5 -0.2
H -1.051 -1.390 -1.152 -0.6 -0.8 0.5
H -0.578 0.954 -1.700 0.6 0.0 0.2
H 1.299 -0.847 -3.246 -0.2 0.7 -0.3
H 1.006 -1.235 -1.613 0.8 0.6 0.1
H 1.672 1.809 -2.344 -0.1 -1.2 0.9
H 2.867 0.523 -2.406 0.8 0.3 0.1
H 3.548 -0.784 -0.381 -0.8 0.1 -0.4
H 3.307 0.203 1.046 -0.3 -0.1 -0.1
H 4.246 0.824 -0.246 -0.3 0.0 -0.3
C 1.006 -2.618 3.416 -7.1 2.1 5.3
O 1.969 -3.137 2.831 6.6 -4.8 -5.7
C 1.829 -2.964 1.403 2.6 -2.0 0.5
C 3.110 -3.572 0.679 -0.7 0.2 0.5
N 3.029 -3.045 -0.687 0.6 -1.9 -1.5
C 4.263 -3.352 -1.500 -1.2 1.0 1.0
C 3.899 -2.916 -2.873 1.0 -0.6 0.2
O 2.958 -3.856 -3.321 -0.6 1.0 -0.4
C 2.357 -3.413 -4.531 -2.1 -0.9 1.3
H 0.975 -2.873 4.549 0.1 0.3 -1.7
H -0.002 -2.913 2.986 0.7 0.3 0.5
H 1.144 -1.578 3.313 -0.9 2.2 0.4
H 1.802 -1.921 1.158 0.0 0.8 0.0
H 0.924 -3.424 1.018 -0.4 -0.2 0.2
H 3.279 -4.697 0.727 -0.8 1.1 0.1
H 4.014 -3.163 1.173 -0.5 0.1 -0.3
H 2.305 -3.555 -1.274 0.7 0.8 1.4
H 4.585 -4.385 -1.493 -0.1 -0.5 0.1
H 5.076 -2.753 -1.136 0.5 0.4 0.4
H 4.791 -2.809 -3.484 0.1 -0.6 -0.6
H 3.524 -1.912 -2.810 -0.8 0.7 0.0
H 1.449 -4.019 -4.707 0.2 0.4 0.4
H 2.981 -3.719 -5.278 1.9 -0.1 -2.4
H 2.089 -2.354 -4.579 0.3 -0.1 0.2
C -1.990 -2.050 4.474 9.5 -3.0 -0.5
O -3.061 -1.482 4.462 -12.2 4.9 0.7
C -4.055 -1.864 5.450 1.0 -0.6 0.0
C -5.383 -1.118 5.291 0.3 -1.4 -1.5
N -5.882 -1.322 3.917 -0.1 0.0 0.6
C -5.801 -2.718 3.432 -1.6 -0.2 1.2
C -6.841 -2.767 2.289 1.5 -1.2 2.5
O -6.274 -2.072 1.231 -2.8 -2.1 -0.6
C -7.040 -2.364 0.080 0.2 2.0 -1.3
H -2.014 -3.091 4.174 0.2 -1.0 -0.1
H -1.518 -1.914 5.427 1.0 -0.6 1.2
H -1.332 -1.485 3.774 -0.1 -0.7 0.1
H -3.669 -1.585 6.421 0.4 -0.1 0.5
H -4.089 -3.005 5.418 -0.5 1.3 0.1
H -5.341 -0.074 5.493 0.9 1.1 -0.2
H -6.160 -1.392 6.001 0.2 -1.0 0.5
H -6.880 -1.095 4.021 0.5 -0.1 -0.7
H -6.157 -3.383 4.280 0.3 0.1 -0.9
H -4.797 -3.111 3.132 -0.7 0.9 0.1
H -7.757 -2.341 2.706 -0.2 0.4 -0.5
H -7.074 -3.824 2.114 0.2 0.0 -0.7
H -8.091 -2.433 0.285 -0.6 -0.5 0.4
H -6.668 -3.185 -0.504 0.1 -0.8 0.1
H -6.984 -1.490 -0.575 0.3 0.0 0.0
```
Forces are in eV/Å.

For the energy above the lowest of the compared OMol25 structures with the same formula, charge and spin, the calculation gives 19.1548 eV.


# 3
ORCA calculation (ωB97M-V with the def2-TZVPD basis set) on a molecular structure, C28H77CdN7O7 in a non-equilibrium geometry.

Geometry as XYZ:
```
120
Properties=species:S:1:pos:R:3:forces:R:3
Cd 0.352 0.334 0.354 -2.1 -1.8 0.7
C -3.171 -4.498 0.282 -1.0 0.4 -0.3
C -1.893 -4.372 -0.490 -1.2 -0.1 -1.9
C -2.069 -3.425 -1.720 0.8 -0.4 -1.3
O -0.883 -3.159 -2.584 -0.5 0.1 1.2
C -0.354 -4.292 -3.294 -0.3 0.6 1.2
N -0.882 -3.905 0.369 1.9 0.7 1.0
H -3.987 -4.841 -0.353 0.0 -0.4 0.1
H -3.513 -3.520 0.622 0.1 0.2 0.2
H -3.055 -5.136 1.159 -0.1 -0.2 -0.1
H -1.551 -5.363 -0.789 -0.7 -0.3 -0.7
H -2.416 -2.423 -1.469 0.2 0.0 0.6
H -2.819 -3.806 -2.413 -0.2 -0.4 0.2
H -0.986 -4.494 -4.159 0.1 -0.5 0.1
H -0.290 -5.070 -2.534 -0.1 -0.7 -0.7
H 0.670 -4.058 -3.586 -0.2 0.2 -0.2
H -0.948 -4.480 1.196 0.2 0.0 0.5
H -0.055 -4.265 -0.087 0.9 0.3 0.3
C -0.332 -0.886 -5.523 0.4 -0.4 0.6
C -0.085 -0.163 -4.172 0.3 0.5 -0.8
C 0.211 1.366 -4.385 0.2 -1.8 -1.2
O 0.676 1.973 -3.238 0.4 1.6 1.4
C 1.002 3.367 -3.507 0.3 -0.6 -0.1
N -1.267 -0.303 -3.354 -0.8 0.4 0.0
H -1.259 -0.480 -5.928 0.3 0.3 -0.6
H -0.552 -1.947 -5.401 -0.2 -0.1 0.7
H 0.521 -0.973 -6.195 -0.1 0.9 -0.3
H 0.737 -0.600 -3.604 0.4 0.0 -0.3
H -0.657 1.895 -4.778 -0.5 -0.1 -0.1
H 0.976 1.427 -5.158 0.2 0.0 -0.3
H 1.800 3.387 -4.249 -0.2 0.1 -0.3
H 1.404 3.904 -2.648 -0.1 -0.6 0.4
H 0.136 3.943 -3.831 -0.1 -0.2 -0.3
H -1.547 -1.273 -3.345 0.2 -0.4 0.2
H -1.977 0.131 -3.926 -0.7 0.3 0.1
C 3.590 3.016 4.981 -0.1 1.5 0.3
C 4.329 3.609 3.765 0.7 -2.2 -0.3
C 5.686 2.860 3.525 -0.3 1.2 0.2
O 5.518 1.490 3.119 -0.2 0.8 0.2
C 6.694 0.952 2.507 0.2 0.9 0.6
N 3.531 3.466 2.550 -0.5 -0.1 -0.2
H 3.539 1.938 5.128 0.2 0.0 -0.6
H 2.590 3.449 4.972 -0.2 -0.3 0.0
H 4.041 3.429 5.883 0.2 -0.1 0.1
H 4.537 4.673 3.875 0.1 -0.1 0.4
H 6.305 3.026 4.407 0.2 -0.8 0.3
H 6.181 3.467 2.767 0.2 -0.3 -0.6
H 6.936 1.515 1.606 -0.2 -0.2 -0.4
H 6.576 -0.119 2.342 -0.2 0.2 -0.1
H 7.543 1.133 3.166 0.1 -0.3 0.2
H 3.911 4.056 1.824 0.1 0.4 -0.1
H 3.723 2.534 2.212 -0.2 -0.3 0.1
C -5.597 -0.007 1.822 0.4 -1.5 -0.1
C -4.309 -0.240 0.989 -2.0 0.5 0.3
C -4.660 -0.429 -0.510 0.3 -0.3 1.2
O -5.258 -1.681 -0.612 0.1 -1.0 -1.0
C -5.489 -2.093 -1.971 -1.0 -0.3 0.8
N -3.440 0.911 1.177 0.0 0.6 -0.4
H -6.236 -0.879 1.683 -0.4 0.2 -0.2
H -6.122 0.921 1.596 0.1 -0.1 -0.1
H -5.338 -0.060 2.879 0.0 0.4 0.1
H -3.850 -1.143 1.392 0.1 -0.2 -0.3
H -3.738 -0.408 -1.092 0.2 0.2 -0.4
H -5.381 0.309 -0.860 0.2 0.6 0.0
H -6.261 -1.498 -2.458 0.2 0.6 0.0
H -5.971 -3.069 -1.903 0.4 -0.2 0.0
H -4.594 -2.148 -2.590 0.2 0.1 0.1
H -3.380 1.104 2.167 0.3 -0.2 0.5
H -4.071 1.657 0.922 0.2 0.7 -0.5
C -1.682 -1.745 3.421 0.1 0.3 1.5
C -0.765 -0.840 2.616 -0.2 -1.7 1.8
C 0.652 -1.331 2.798 0.0 0.4 -0.8
O 1.477 -0.408 2.050 1.8 -0.7 2.0
C 2.825 -0.314 2.544 0.4 0.4 1.1
N -1.180 -0.935 1.245 -1.2 0.0 0.8
H -1.763 -2.763 3.042 0.0 0.1 -0.3
H -2.669 -1.295 3.531 -0.2 -0.2 -0.3
H -1.313 -1.825 4.443 0.0 -0.1 0.2
H -0.843 0.175 3.005 0.0 0.1 -0.2
H 0.743 -2.305 2.318 0.1 -0.3 0.1
H 0.910 -1.418 3.853 0.3 0.3 -0.1
H 2.820 -0.005 3.589 -0.3 -0.2 0.3
H 3.446 0.482 2.134 -0.6 -0.1 -0.9
H 3.402 -1.238 2.505 -0.3 -0.3 -0.3
H -2.127 -0.593 1.333 0.0 0.3 -1.0
H -1.252 -1.918 1.026 0.2 -0.5 -0.4
C 2.673 -2.371 -1.947 1.2 1.3 1.2
C 2.207 -1.294 -0.887 -0.6 -1.7 -1.4
C 2.647 0.136 -1.142 2.0 -1.5 -1.0
O 2.104 1.025 -0.243 1.5 1.4 0.0
C 2.712 2.291 -0.231 -0.2 0.6 -0.2
N 0.754 -1.381 -0.853 0.2 -1.5 -0.4
H 2.424 -2.085 -2.969 0.0 0.1 0.1
H 2.255 -3.354 -1.728 -0.2 0.2 0.1
H 3.753 -2.474 -1.841 0.1 -0.1 -0.4
H 2.465 -1.634 0.116 0.7 0.2 0.0
H 2.401 0.420 -2.165 0.2 0.2 -0.2
H 3.720 0.127 -0.950 0.4 0.2 -0.6
H 3.651 2.149 0.304 0.4 0.6 -0.8
H 2.117 3.029 0.308 -0.2 -0.5 0.4
H 2.685 2.664 -1.255 1.0 0.0 -0.1
H 0.605 -2.275 -0.407 -0.7 0.0 0.2
H 0.331 -1.515 -1.760 -0.1 0.2 -0.4
C -1.898 3.296 -1.599 0.3 1.0 -0.2
C -0.927 2.544 -0.722 0.3 0.1 -1.3
C -0.846 2.981 0.645 -0.6 1.1 3.1
O -0.026 2.067 1.466 -1.5 3.4 -0.3
C 0.128 2.582 2.767 0.3 0.1 0.8
N -1.082 1.116 -0.859 -2.0 1.5 -2.3
H -1.832 4.369 -1.418 0.2 0.2 -0.1
H -2.962 3.082 -1.493 0.1 -0.6 0.2
H -1.568 3.114 -2.622 -0.4 0.0 -0.1
H 0.091 2.816 -1.002 0.1 -0.5 -1.2
H -1.818 3.167 1.101 -0.2 -0.6 0.5
H -0.412 3.980 0.639 0.5 0.0 0.3
H -0.833 2.620 3.281 -0.1 -0.3 0.1
H 0.523 3.598 2.805 0.2 0.0 -0.4
H 0.848 1.928 3.258 -0.2 0.1 0.2
H -2.048 0.859 -0.718 -0.3 0.0 0.7
H -0.995 0.967 -1.855 0.4 -0.7 -0.5
```
Forces are in eV/Å.

The net charge is +2.


Number 1: Kohn-Sham gap 10.2 eV, total energy -113402.45540 eV, HOMO -0.3768 Eh. Number 2: Kohn-Sham gap 4.6 eV, total energy -72699.45781 eV, HOMO -0.1555 Eh. Number 3: Kohn-Sham gap 9.8 eV, total energy -59594.75466 eV, HOMO -0.5020 Eh.